[1]
74
Properties=species:S:1:pos:R:3 method="wB97M-V/def2-TZVPD" multiplicity=1 energy_ev=-125000.806 de_lowest_ev=5.723
Lu 0.89643 1.69071 1.55850
Cl -1.68119 1.85232 1.59566
Cl 2.46991 3.37219 0.66760
Cl 0.26693 0.81482 -0.64224
S -0.79187 -1.76632 4.60620
Si -0.55470 2.03231 -2.46596
O -0.91407 -1.13861 -2.30257
O 0.51106 3.23956 3.11070
O 2.30546 0.01512 0.99307
N -0.13687 5.40164 3.50065
N 0.60560 -0.07056 3.24986
N 3.00138 -1.67058 -0.40439
C -0.31840 -4.58500 -3.80412
C -1.90862 -1.77874 -1.56818
C 3.25771 -3.10484 -0.56915
C 0.95417 -1.75710 4.81485
C -1.13205 6.44208 3.23481
C -1.40172 1.01199 -3.70742
C -0.88484 -3.80271 2.08408
C 1.17880 5.84377 3.93955
C -1.56609 3.30915 -1.54283
C -1.55109 -2.31627 -0.20983
C 0.79220 3.12522 -3.17375
C -1.44826 -2.56477 -2.81194
C -2.56158 -2.74012 0.68342
C -0.61900 -3.66945 -2.68116
C 3.07675 -0.86563 -1.62016
C -2.21632 -3.44591 1.83706
C -0.21492 -2.61328 0.10747
C -0.63381 -0.54362 3.42140
C -0.37170 4.13172 3.20542
C 0.11472 -3.42053 1.19214
C -2.30535 -2.38908 -4.04899
C 2.60721 -1.17971 0.77643
C 1.53807 -0.81079 3.99395
H -2.98567 -3.74990 2.54650
H -1.42555 3.88497 3.04262
H 2.09147 -0.81736 -2.10365
H -2.90795 -1.35009 -1.70009
H 2.60785 -0.60985 3.89677
H -1.82329 4.12213 -2.23906
H -0.66949 0.50054 -4.33449
H 1.63201 3.23353 -2.48414
H 1.58249 6.59481 3.24673
H 0.27998 -5.41618 -3.40960
H 0.26679 -4.12401 -4.61637
H 1.17083 2.78154 -4.13603
H -1.21990 -5.04348 -4.24609
H -3.10222 -1.65915 -3.89165
H 0.55981 -2.23668 -0.56331
H 1.85844 4.99264 3.99423
H 1.10535 6.31352 4.92446
H -1.01420 3.75950 -0.70446
H -1.97127 5.91475 2.76115
H 1.14523 -3.75826 1.34726
H -2.06620 1.57350 -4.37879
H -1.99853 0.27622 -3.17450
H 2.58425 -1.92261 1.58010
H 1.47675 -2.40401 5.50406
H -0.24448 -3.95637 -1.70129
H 0.37221 4.12664 -3.34559
H -1.68770 -2.04343 -4.88870
H -0.69971 7.20719 2.56007
H 3.78293 -1.36552 -2.29164
H 2.36475 -3.64091 -0.92724
H -3.60181 -2.49934 0.44902
H -1.45061 6.90441 4.19035
H 3.56899 -3.55248 0.37822
H -1.49630 -0.15996 2.89090
H -0.62205 -4.36652 2.97458
H -2.80743 -3.32704 -4.33711
H 3.41921 0.13965 -1.38914
H -2.48597 2.88741 -1.13151
H 4.04704 -3.25882 -1.31271


[2]
74
Properties=species:S:1:pos:R:3 method="wB97M-V/def2-TZVPD" multiplicity=1 charge=+1 energy_ev=-57047.030
S -2.40351 0.02377 2.94436
F -5.61871 1.58287 -2.05549
F -4.79666 2.51371 -4.00723
F -6.10269 0.61086 -4.09849
O -0.20510 -0.53745 4.84307
O 6.71504 -1.64620 3.45946
O -5.06339 -2.04891 -3.41296
N 4.16098 -1.35539 4.13224
N 0.39900 0.94457 3.19791
N -1.37618 -0.09739 -2.94154
N -4.29666 -0.96800 -1.29185
N 1.48816 0.78296 4.01485
C -1.98005 -2.73973 -1.26798
C -2.26392 0.99577 1.32389
C -2.38223 2.22777 -2.00271
C -0.25723 2.95359 -5.25930
C 7.56092 -0.79815 2.67971
C -1.75186 2.72321 -4.63349
C -2.49912 0.65923 -2.32766
C -0.01816 0.33441 -2.49622
C 1.01828 3.06565 -5.61084
C 0.91978 -0.99406 -2.24595
C -2.80239 -3.94739 -0.51852
C -1.67820 3.16390 -3.09591
C 1.17349 -0.14558 5.09587
C 5.13312 -0.51096 4.89922
C -3.78128 0.26100 -3.28224
C -3.47186 0.65536 0.30691
C 6.50428 -1.19155 4.79764
C -2.03951 -1.36206 -0.42266
C -5.03854 1.26540 -3.33906
C 5.11402 0.88972 4.30402
C -4.50713 -1.11661 -2.74245
C -3.00188 -0.21126 -1.01751
C -0.70933 0.12748 3.67386
H 8.29810 -0.26898 3.28821
H -0.56150 3.28086 -2.79660
H 1.92301 -0.89709 -2.82996
H 4.61290 -1.62085 3.24067
H 5.91805 1.49942 4.72629
H -0.00079 0.91997 -1.50572
H -1.20614 0.92572 0.86763
H -2.24471 -2.64039 -2.38289
H -2.00620 1.63037 -4.85463
H -4.10473 1.57560 0.04034
H 4.16652 1.38743 4.52796
H -2.39442 2.11644 1.62888
H 6.94744 -0.08082 2.12936
H -3.55963 0.05108 -4.39830
H -2.12167 4.24222 -3.02141
H 8.08782 -1.41927 1.95354
H -1.46232 -0.23441 -3.95695
H -0.86448 -3.08925 -1.24045
H -4.18952 -0.06686 0.88312
H -2.46961 -1.65526 0.62528
H 6.49276 -2.09235 5.42341
H -4.48910 -1.77366 -0.67834
H -2.36079 -4.98797 -0.75345
H -3.39588 2.73315 -1.71577
H 3.27425 -0.88084 3.92578
H -3.92864 -3.91018 -0.74856
H 7.31473 -0.55615 5.16470
H 1.82440 -0.49528 5.97619
H 3.96012 -2.23634 4.61480
H 4.78973 -0.47990 5.93687
H -2.68324 -3.81059 0.63727
H 5.22731 0.88045 3.21837
H -0.95945 -0.96926 -0.21121
H -1.73672 2.31602 -1.03024
H 0.47482 0.89468 -3.38257
H 2.11829 3.13190 -5.97317
H -2.42949 3.45972 -5.21084
H 1.17617 -1.02374 -1.11033
H 0.42112 -1.96610 -2.61023


[3]
99
Properties=species:S:1:pos:R:3 method="wB97M-V/def2-TZVPD" multiplicity=1 charge=-1 energy_ev=-1487964.248
Br -0.31016 -8.04448 -3.00227
Br -3.49887 2.68958 1.29039
Br 3.28858 3.94712 2.15417
Br -0.46609 11.29703 1.35940
Br -0.88703 3.01777 1.57420
Br -7.54672 -3.43675 6.13725
Br -1.01539 6.70978 0.97361
Br -5.76602 2.42410 -1.62617
Br -3.22211 -9.01056 1.14490
Br 7.16108 7.21571 8.31455
Br -3.96919 -4.11476 5.54231
Br -2.51894 -5.59311 2.36355
Br 5.33230 4.92507 6.06008
Br -4.30589 -2.52662 -1.72113
Br 1.90727 5.66739 5.10144
Br -0.28866 -8.54400 -6.65749
Br -2.80167 9.50186 -0.85528
Br 8.62403 -1.45716 -5.80303
Br 5.80733 -3.81534 -6.15440
Br -3.32920 -3.69057 -5.05637
Cl -2.88394 0.19999 -3.11839
S 1.02178 -2.52467 -2.91362
P -0.42236 -0.30785 -2.02645
F 2.19380 -3.78554 -1.00437
F 3.09484 -4.19334 -2.93428
F 3.30501 -1.37808 -0.84248
F 3.92737 -1.38489 -2.95209
F 4.83138 -2.74357 -1.55161
O 0.50928 0.71703 -2.46585
O 0.05322 1.61926 0.26949
O 0.21057 -3.65137 -3.29869
O 1.30756 -1.71691 -4.05435
O -1.42623 -0.67004 -3.31784
O -1.38141 0.05672 -0.81595
O -1.02137 0.11685 1.41999
O 0.35183 -1.76688 -1.66879
C 6.85182 6.09041 5.69824
C -5.42117 2.25946 1.22094
C 4.05407 4.14480 3.95250
C 0.57056 -7.00698 -4.39906
C -1.22547 10.54995 -1.29934
C 2.58847 -3.22322 -2.17775
C -1.73719 -6.57553 0.87560
C 3.66784 -2.13188 -1.87324
C 5.79225 -1.88788 -5.87286
C -2.76607 -7.39974 0.14897
C -5.73927 1.39230 0.02920
C 6.88787 -1.20897 -6.65024
C -0.72127 0.63648 0.35346
C 2.95481 4.03304 5.00652
C -0.95807 4.53618 2.84833
C -0.12210 10.33281 -0.29685
C -4.08562 -4.34091 -2.37381
C -5.54229 -4.95246 4.76093
C -0.29382 -6.89089 -5.62561
C -2.90609 -4.42807 -3.30455
C 7.82360 6.11816 6.84975
C -6.62857 -3.94437 4.49590
C -1.86107 5.65226 2.38147
H 4.58288 5.07384 3.95072
H 0.81764 10.73680 -0.67014
H 8.76094 6.58364 6.54855
H 0.06829 4.85663 2.99510
H 0.01499 9.28817 -0.03181
H -5.62949 1.72065 2.14560
H -2.03213 -3.89532 -2.94043
H -0.92604 -7.17154 1.28300
H -3.69513 -6.86603 -0.02937
H -5.19464 -5.39241 3.82695
H 0.10115 -6.13377 -6.30021
H -6.25807 -3.02878 4.04430
H -3.91742 -4.94897 -1.48563
H -5.01928 0.58943 -0.11300
H 4.81578 -1.55683 -6.22239
H -2.64075 -5.46866 -3.49081
H 6.97798 -1.57516 -7.66850
H -1.32751 -5.81133 0.21601
H -2.05329 6.36119 3.18749
H 6.73140 -0.13181 -6.66647
H 7.32656 5.67009 4.81169
H 8.02663 5.13326 7.25904
H 3.34803 3.90160 6.00585
H -1.34271 4.10963 3.77822
H -1.33134 -6.66257 -5.39973
H -5.84934 -5.74388 5.43818
H 4.76512 3.32904 4.04138
H 2.26667 3.21869 4.79342
H -5.96482 3.20184 1.22352
H -2.36484 -7.75499 -0.79902
H 6.44589 7.06959 5.45952
H -2.80712 5.29914 1.98355
H 5.86439 -1.72456 -4.80195
H -1.54145 11.58690 -1.36740
H -0.91942 10.20085 -2.28421
H -7.40031 -4.37431 3.85978
H 0.74187 -6.02511 -3.95875
H -5.02398 -4.63477 -2.83564
H -6.73937 0.96818 0.11235
H 1.52586 -7.48569 -4.59286


[4]
75
Properties=species:S:1:pos:R:3 method="wB97M-V/def2-TZVPD" smiles="[H]/N=C(/N)NCCCCn1nc(CCCCOC(C)=O)c(CCCCC)c(C[C@@H](O)C(F)(F)F)c1=[NH2+]" multiplicity=1 charge=+1 energy_ev=-47729.046
F 5.10618 0.43673 -5.07947
F 4.79279 -1.04255 -3.56125
F 4.96020 1.03203 -3.03223
O 3.31935 -2.25720 3.84539
O 1.34682 -2.76418 4.72980
O 2.67578 1.22411 -5.15488
N -2.41218 0.98017 0.69403
N -0.11768 0.20224 -4.35467
N -1.00515 -0.90976 -2.53382
N -4.72751 0.95717 0.10989
N -3.84988 2.29610 1.92996
N -1.06687 -1.33878 -1.27490
C 2.18065 1.52637 0.51640
C -4.20966 -0.16922 -2.08177
C -3.17748 0.01723 -3.20835
C -0.27445 -1.51058 0.94843
C 2.45018 -1.97229 4.59547
C 0.88455 1.87954 2.68471
C 0.58508 -2.73457 1.28857
C 0.88305 2.01978 1.16070
C -4.54668 1.13648 -1.34650
C 0.02549 -0.22672 -3.02270
C -2.21763 -1.18077 -3.32417
C 4.48152 0.19495 -3.95202
C 2.48946 -0.75345 5.46038
C -0.08530 -1.03648 -0.45939
C 2.14770 0.02569 0.13168
C 2.32493 0.81179 -2.78783
C 2.94501 0.30950 -4.09612
C 0.21681 -3.32977 2.64437
C -0.39811 2.45321 3.31117
C -3.59878 1.38110 0.89197
C 1.13522 0.07187 -2.21930
C 1.07077 -0.30800 -0.86432
C 0.30233 -2.35753 3.82367
H 0.00166 1.49570 0.78675
H 0.28383 -0.44527 -5.01975
H 0.25836 1.13327 -4.48131
H 2.45156 2.14589 -0.33307
H -1.12314 1.66941 3.51147
H -0.18897 2.99434 4.22948
H 0.51277 -1.33516 3.50313
H -5.45225 1.58382 -1.75173
H -0.62713 -2.32488 4.38644
H 0.88104 -4.15747 2.87719
H 2.98535 1.62333 1.24484
H -1.94413 -1.41014 -4.34440
H -3.64398 0.22596 -4.16669
H 3.10819 -0.26881 -0.28587
H 1.76631 2.37444 3.08565
H 1.97298 -0.50551 1.05773
H -2.67173 -2.06437 -2.88865
H -3.81317 -0.87652 -1.35246
H -5.10479 -0.62287 -2.50441
H 1.49404 -0.40801 5.72600
H 3.04471 0.01561 4.93393
H -0.87387 3.14541 2.61914
H -0.79246 -3.74005 2.59570
H 2.06157 1.86297 -2.90362
H -4.07703 1.81408 2.79102
H 2.18510 0.79258 -5.85760
H -4.63738 2.88172 1.68340
H 0.72890 3.06743 0.90155
H 2.57832 -0.67493 -4.37957
H -1.32029 -1.76355 1.10623
H -4.91593 -0.01118 0.33197
H -2.56093 0.88556 -2.97458
H -3.73589 1.84547 -1.49686
H -2.42944 0.27782 -0.04536
H 0.92485 0.81175 2.91516
H 3.08353 0.78662 -2.02281
H -0.05692 -0.66017 1.59535
H 0.37506 -3.49035 0.53041
H 3.00812 -0.98891 6.38775
H 1.64805 -2.50406 1.26369


[5]
73
Properties=species:S:1:pos:R:3 method="wB97M-V/def2-TZVPD" s_squared=8.773 multiplicity=6 charge=+1 energy_ev=-43265.008 de_lowest_ev=3.737
Ru 0.28407 -0.03504 0.32401
O 2.27663 0.20967 0.36103
O -2.17095 -0.40826 2.15248
O -0.85784 0.94737 -2.52766
O 3.15946 -1.92961 -0.42811
O 0.55563 1.71563 2.41591
N 0.12122 1.58702 1.03092
N -1.09930 -1.42435 -0.22549
N -0.45793 1.24302 -1.20386
N 0.93298 -1.78608 1.39546
C 2.36136 -2.99907 2.82014
C 0.91763 -4.15656 1.28692
C 4.13665 -5.28485 2.23650
C -0.31744 3.97563 1.28514
C -3.24166 -2.18375 -1.05147
C -3.77577 -5.81057 0.11799
C -1.38030 3.38681 -1.88193
C 2.65235 -5.47578 2.59487
C 2.58771 -5.69299 4.10886
C -5.33323 -3.88943 0.26135
C -1.76693 -3.73213 -0.01206
C 1.87214 -1.78471 2.36599
C 2.25934 -1.78452 -2.07038
C -0.82804 -2.71399 0.12979
C 2.11810 -6.70762 1.86622
C -3.03660 -3.47581 -0.54531
C -2.26898 -1.20273 -0.89057
C 1.94301 -4.19109 2.22361
C -0.30379 2.76069 0.45450
C 0.40141 -2.92143 0.87981
C -4.66550 -4.77939 -1.97663
C -4.17690 -4.49694 -0.55397
C -0.65385 2.54161 -0.90483
H 0.42652 3.93705 2.08512
H -1.28597 4.10865 1.78717
H -0.86896 3.58083 -2.84107
H 1.39739 1.21713 2.40786
H -5.01172 -3.88620 -2.49647
H 2.43123 1.05258 -0.08232
H -2.39415 -0.20545 -1.31808
H -5.50139 -5.48010 -1.92501
H -0.40309 0.09325 -2.75022
H -3.43087 -5.64145 1.14256
H -1.53834 4.34639 -1.36635
H 4.72030 -6.19140 2.45215
H 1.10746 -1.34005 -2.23355
H 2.25900 -0.81811 2.73424
H -6.17450 -4.58598 0.36621
H -1.45605 -4.68877 0.38860
H -3.10397 -0.14898 1.98103
H 3.16063 -6.59643 4.34887
H -2.98858 -6.33068 -0.43243
H -5.70345 -2.97130 -0.20617
H 1.07732 -6.89781 2.13242
H 1.55709 -5.81759 4.45935
H -4.64133 -6.47531 0.16707
H 2.41354 -2.84158 -1.98443
H -2.37930 2.98786 -2.11092
H 2.88735 -0.87339 -0.19897
H 4.54744 -4.44967 2.82327
H -2.02483 -0.20795 3.08023
H -0.12526 4.83066 0.62738
H 2.19973 -6.57957 0.78407
H -4.13790 -1.87936 -1.61242
H 4.23651 -5.05308 1.16566
H 2.70639 -7.58849 2.14758
H 3.08946 -2.93495 3.61342
H -3.88723 -5.23417 -2.59312
H 0.42712 -5.05470 0.95214
H 2.98105 -1.04073 -2.45829
H -4.97725 -3.63626 1.26845
H 3.94688 -2.05534 -1.05439
H 3.02878 -4.84305 4.64107


[6]
73
Properties=species:S:1:pos:R:3 method="wB97M-V/def2-TZVPD" multiplicity=1 energy_ev=-63290.352 de_lowest_ev=1.283
Te -0.23296 0.52561 0.94582
Si 2.66395 1.92486 2.82982
Si -0.74692 -2.17539 2.73844
Al -0.16870 0.78817 -1.75227
O 1.15324 1.66665 -2.25369
O -1.42880 2.01729 -1.55300
O 0.13056 -0.69376 -2.67309
N -1.86851 -0.54310 -1.25670
N -1.63125 -1.79806 -1.75555
C -4.22996 -1.20553 -1.05467
C 0.78593 1.75015 2.45198
C 0.45622 -2.86883 -4.47036
C -0.57838 -1.77601 -2.50632
C -2.23461 -2.41229 1.57297
C 1.84003 2.85897 -2.39829
C 1.81442 3.63242 -1.08274
C 2.68831 2.15477 4.73151
C -0.30912 -5.37487 -3.56750
C -0.61721 -4.25278 -2.82077
C -1.23212 -0.97145 4.14201
C 0.74922 -3.99355 -5.21997
C 3.76884 0.42993 2.38793
C -2.63383 2.17628 -1.08931
C -0.22199 -3.83509 3.52925
C 3.39812 3.53103 2.09241
C -3.42888 1.13619 -0.70400
C 0.37123 -5.24885 -4.76968
C 0.60458 -1.33207 1.68754
C -3.13780 3.59674 -1.06363
C 1.21830 3.70757 -3.50735
C -0.23106 -2.98915 -3.26406
C -3.09756 -0.22145 -0.97695
H -2.29943 4.27793 -0.93833
H -4.92156 -1.03075 -0.23384
H 2.88546 2.62659 -2.66605
H 1.27700 -3.89249 -6.15825
H -2.74285 -1.45980 1.44092
H -3.86404 -2.22735 -1.02785
H 0.30360 1.41816 3.37025
H -1.90894 -2.74361 0.58995
H 4.09714 3.97472 2.79561
H -2.96254 -3.12841 1.94045
H 3.93182 3.35855 1.16474
H -4.77572 -1.06716 -1.98827
H -4.43555 1.34706 -0.37762
H 2.08593 3.00821 5.02823
H 2.62885 4.26912 1.88923
H 2.16377 2.98647 -0.28314
H 4.81642 0.71166 2.45696
H 0.59732 -3.70687 4.22971
H 3.69230 2.32795 5.10411
H -2.04053 -1.36636 4.74751
H 0.73511 -1.88508 -4.81834
H 0.90161 -1.93129 0.83263
H 0.38954 2.74322 2.24447
H 1.71148 4.67432 -3.58104
H 0.16568 3.85039 -3.27894
H 3.62261 -0.40504 3.06864
H -1.16115 -4.33063 -1.89202
H 0.78535 3.91411 -0.87668
H 2.43250 4.52473 -1.13234
H 1.29866 3.18687 -4.45680
H 0.08143 -4.56692 2.78750
H -0.40122 -0.76323 4.80860
H 2.29565 1.28404 5.24687
H 1.49294 -1.06984 2.24967
H 0.61110 -6.13065 -5.34778
H -3.62064 3.82754 -2.01312
H -1.05562 -4.25957 4.08170
H -0.59896 -6.35408 -3.21179
H -3.85394 3.75820 -0.26328
H 3.59226 0.07146 1.37790
H -1.56612 -0.02659 3.72003


> What is the multiplicity in the first record?

1


> What is the multiplicity in the sixth record?

1


> Which value of multiplicity does entry 6 give?

1


> Which value of multiplicity does entry 4 give?

1